# 1
101
Properties=species:S:1:pos:R:3:forces:R:3 method="wB97M-V/def2-TZVPD" e_homo_ev=-9.42 charge=+1 gap_ev=5.948 total_energy_ev=-80329.4107
Pt -0.005200 -0.359000 -0.135400 -0.3 -0.9 -1.4
C 0.335200 -3.795300 2.967700 0.2 0.0 0.0
C 1.206300 -2.720100 2.897400 0.1 -0.3 0.0
C 0.720400 -1.456800 2.611400 -0.1 0.2 0.0
C -0.647800 -1.241800 2.400700 0.1 0.2 0.1
C -1.509600 -2.332400 2.471300 0.0 -0.1 0.1
C -1.018400 -3.596300 2.752200 -0.2 0.1 0.0
P -1.059400 0.536600 2.136000 -0.5 0.1 1.1
C -1.660900 0.995700 3.810600 0.2 -0.1 -0.1
C -1.916600 2.352000 3.988100 0.1 -0.1 0.0
C -2.442900 2.810100 5.179400 0.0 0.1 0.0
C -2.713500 1.913800 6.201500 0.0 0.0 0.1
C -2.453500 0.564300 6.029200 0.0 0.0 0.1
C -1.919800 0.099300 4.838400 0.0 0.1 -0.1
C -2.712600 0.543000 1.370200 -0.2 -0.1 0.3
C -3.799200 -0.154400 1.706700 0.5 0.5 0.1
C -4.993200 -0.125500 0.852900 -0.3 0.2 0.0
C -4.985000 0.253100 -1.450800 -0.4 0.1 0.2
C -3.695500 0.392800 -2.094200 0.5 0.5 -1.1
C -3.327600 0.673300 -3.367500 -1.6 -0.7 1.4
C -1.963200 0.943800 -3.676300 1.9 0.6 0.9
C -1.027500 1.167500 -2.705000 -0.2 -0.2 -1.8
C -1.339000 0.885900 -1.320400 1.0 0.1 1.6
C -2.673400 0.200300 -1.052500 -0.2 0.1 0.5
H 0.705700 -4.783200 3.196500 0.1 -0.1 0.0
H 2.261200 -2.868800 3.076800 0.1 0.0 0.0
H 1.387200 -0.600400 2.617400 0.0 0.0 0.0
H -2.568900 -2.206000 2.305800 0.0 0.0 0.0
H -1.702200 -4.431300 2.814300 0.0 -0.1 0.0
H -1.703500 3.037300 3.178000 0.0 0.1 0.0
H -2.644300 3.862000 5.310800 0.0 0.1 0.0
H -3.123900 2.267100 7.135000 0.0 0.0 0.1
H -2.671400 -0.134700 6.823100 0.0 0.0 0.1
H -1.710400 -0.955000 4.717600 0.0 0.0 0.0
H -3.881000 -0.673800 2.649900 0.1 -0.2 0.1
H -5.851400 -0.311700 1.503700 0.1 0.1 -0.2
H -5.807700 0.357800 -2.157000 0.1 0.0 0.1
H -4.063400 0.744400 -4.153100 -0.2 0.1 -0.1
H -1.697700 1.092100 -4.710100 0.1 0.2 -0.1
H -0.074600 1.605600 -2.960700 0.2 -0.2 -0.1
C -13.725400 -0.701600 -0.197300 -0.1 -0.2 0.0
O -12.862000 0.408900 -0.095800 0.1 0.3 0.0
C -11.530300 0.223800 -0.154500 0.4 0.0 0.0
C -10.748000 1.382400 -0.059700 -0.3 -0.1 0.0
C -9.381500 1.304300 -0.105300 0.0 -0.2 0.0
C -8.731300 0.070600 -0.253600 -0.9 -0.2 0.0
C -9.514500 -1.077400 -0.355700 0.4 0.4 0.0
C -10.893300 -1.007100 -0.304000 -0.5 0.0 0.0
C -7.276900 0.078100 -0.284900 0.4 0.6 0.0
N -6.677000 1.215000 -0.106100 -0.5 0.2 0.0
C -5.260400 1.098100 -0.097700 0.5 -0.8 -0.4
C -5.160900 -0.952700 -0.480000 0.4 0.2 0.0
N -6.598400 -1.123000 -0.550000 -0.2 -0.6 -0.2
C -4.018000 -1.905100 -0.584900 -0.1 -0.4 -0.2
C -4.015600 -3.274900 -0.417000 0.3 0.1 0.0
C -2.791500 -3.941100 -0.367700 -0.1 0.1 -0.1
C -1.617100 -3.218500 -0.432300 0.2 -0.4 -0.1
N -1.600400 -1.894400 -0.591100 -0.1 1.0 0.3
C -2.761700 -1.251900 -0.696400 -0.1 -0.3 -0.3
C -2.877800 1.275600 0.076000 -0.1 -0.9 0.2
N -1.702800 1.964300 -0.410400 -0.2 -1.5 -0.7
C -1.689400 3.305000 -0.522600 -0.7 2.1 0.1
C -2.803200 4.041900 -0.213400 1.9 -0.1 -0.5
C -4.071300 3.415200 -0.054900 -0.8 -1.7 0.4
C -4.160600 2.066500 0.031200 -0.2 1.7 -0.2
H -14.733000 -0.294100 -0.136400 0.1 -0.1 0.0
H -13.567300 -1.405600 0.625300 0.0 0.0 0.0
H -13.602600 -1.218700 -1.153700 0.0 0.0 0.0
H -11.251200 2.329700 0.050200 -0.1 0.1 0.0
H -8.772300 2.189600 -0.028400 0.0 0.1 0.0
H -9.067700 -2.053200 -0.476100 0.0 -0.1 0.0
H -11.463000 -1.919500 -0.378900 -0.1 -0.1 0.0
H -7.042900 -1.992700 -0.307400 0.0 0.0 0.1
H -4.943000 -3.820300 -0.328900 -0.1 -0.1 0.0
H -2.759000 -5.013100 -0.265400 0.1 -0.1 0.0
H -0.654500 -3.707600 -0.361500 0.0 0.0 0.1
H -0.776200 3.758700 -0.878200 0.1 0.1 0.1
H -2.749500 5.116700 -0.228800 0.1 0.1 -0.1
H -4.962700 4.020400 -0.056700 -0.2 0.1 0.0
C 3.238200 -1.727200 -0.763400 -0.2 -0.2 0.0
C 3.424600 -0.589900 0.236500 -0.6 -0.1 0.0
P 2.071500 0.637000 -0.016400 -0.1 1.0 -0.4
C 2.303900 1.972200 1.244700 -0.1 -0.3 0.0
C 3.694500 2.094200 1.855400 -0.1 0.0 -0.1
C 2.497700 1.444400 -1.620300 0.0 -0.2 0.1
C 3.899500 2.021700 -1.778200 -0.1 0.0 0.0
H 3.815600 -2.603200 -0.475600 0.1 0.0 0.0
H 3.549000 -1.426600 -1.762200 0.0 0.0 -0.1
H 2.176800 -2.009400 -0.806400 0.2 -0.1 -0.1
H 4.399800 -0.116800 0.122500 -0.1 0.1 0.1
H 3.347400 -0.971600 1.256100 0.0 0.1 0.0
H 1.568800 1.794400 2.037300 0.0 0.0 -0.2
H 2.017100 2.907200 0.754900 -0.1 0.0 0.0
H 3.946400 1.209000 2.433900 0.1 -0.1 0.1
H 3.721300 2.950800 2.525900 0.0 0.0 0.1
H 4.456800 2.239100 1.095500 0.1 0.0 0.0
H 1.758500 2.240400 -1.751000 -0.1 -0.1 0.0
H 2.311500 0.693300 -2.394000 -0.1 0.1 0.0
H 4.080400 2.822600 -1.065800 0.1 0.1 0.1
H 4.005600 2.436700 -2.779200 0.1 0.0 0.0
H 4.663900 1.258600 -1.654900 0.1 0.0 0.0

---

# 2
107
Properties=species:S:1:pos:R:3:forces:R:3 method="wB97M-V/def2-TZVPD" e_homo_ev=-10.01 charge=+1 gap_ev=6.916 total_energy_ev=-211320.0226
Na -0.308886 -0.428247 0.463403 0.4 0.4 0.2
O 2.031221 6.490096 1.629345 0.3 0.3 -0.2
C 1.440976 6.033437 2.746701 -0.1 -0.1 0.2
O 1.348753 6.733322 3.715410 0.1 0.0 -0.2
C 0.890747 4.640181 2.714248 -0.1 -0.3 0.0
C 1.196650 3.710647 1.721236 0.0 0.3 0.2
C 0.614962 2.464219 1.743666 -0.3 -0.2 0.3
C -0.290732 2.100724 2.744231 0.6 1.2 0.1
C -0.560745 3.014230 3.770624 0.0 -0.2 -0.2
C 0.029219 4.262988 3.747638 0.1 0.1 -0.1
N -0.782836 0.816982 2.619402 -0.4 -1.0 -0.2
C -1.673832 0.281870 3.345737 0.2 0.7 0.2
C -2.008707 -1.120678 3.138469 -0.4 -0.8 0.2
C -2.645372 -1.842217 4.148910 0.2 0.2 -0.2
C -2.854997 -3.197891 3.972902 0.1 -0.1 -0.2
C -2.429250 -3.786019 2.792314 -0.1 0.1 0.2
C -1.845427 -2.975819 1.827796 0.0 -0.4 0.0
N -1.637323 -1.683710 1.985735 0.0 0.1 0.2
H 2.044480 5.858191 0.898408 -0.2 0.0 0.3
H 1.911010 3.929118 0.939123 0.1 0.0 -0.1
H 0.846560 1.730603 0.992128 0.1 0.0 -0.1
H -1.221206 2.749152 4.583633 0.0 0.0 0.1
H -0.162132 4.979871 4.531835 0.0 0.0 0.0
H -2.199784 0.780108 4.167932 0.2 0.1 0.0
H -2.935667 -1.352992 5.065375 -0.1 0.1 0.1
H -3.331619 -3.782609 4.744175 0.0 -0.1 0.1
H -2.548355 -4.843668 2.624262 0.0 -0.1 -0.1
H -1.524003 -3.391265 0.879314 0.0 -0.1 0.0
S 5.251333 -1.428695 1.606552 0.4 0.5 -0.1
C 6.791318 -1.291904 2.340128 -0.2 0.0 -0.1
C 7.434448 -0.147536 1.984948 0.1 -0.3 0.2
C 6.682850 0.644474 1.099354 -0.5 -0.1 -0.3
C 5.465730 0.095065 0.782295 0.5 -0.5 0.5
C 4.394920 0.645270 -0.011842 -0.4 0.5 -0.5
C 3.139437 -0.006757 -0.030025 0.3 0.1 0.0
N 2.060099 0.478850 -0.580105 -0.2 0.0 0.2
C 2.128378 1.679240 -1.179198 0.7 0.3 -0.1
C 3.354754 2.375990 -1.324295 -0.4 -0.4 0.1
C 3.375201 3.634718 -1.993627 -0.2 0.3 -0.2
C 2.231762 4.190164 -2.459332 0.4 0.1 0.1
C 0.971090 3.546681 -2.277938 -0.1 -0.5 0.2
C -0.229618 4.131045 -2.696388 -0.5 -0.4 0.2
C -1.433070 3.497738 -2.416587 0.9 -0.1 0.1
C -1.359059 2.272856 -1.715441 -0.2 0.2 -0.1
N -0.254751 1.686775 -1.341583 0.0 -0.1 0.2
C 0.913407 2.291412 -1.624301 -0.1 0.6 -0.3
C -2.715876 4.049868 -2.775499 -0.9 0.2 -0.1
C -3.002391 5.251280 -3.373334 0.3 -0.4 0.2
C -4.381443 5.485516 -3.519680 -0.4 -0.1 0.0
C -5.141323 4.463980 -3.043365 0.1 -0.2 0.1
S -4.189144 3.193885 -2.404807 0.3 0.6 -0.2
C 4.499216 1.827308 -0.731738 -0.2 -0.5 0.2
H 7.136032 -2.071878 2.988601 0.1 -0.2 0.2
H 8.409351 0.117761 2.348380 0.2 0.0 0.1
H 7.031497 1.589811 0.725257 0.0 0.2 -0.1
H 3.021187 -0.965616 0.456215 0.0 -0.1 0.1
H 4.322903 4.145497 -2.099174 0.0 0.0 0.0
H 2.242792 5.159986 -2.935751 0.1 0.1 -0.1
H -0.211203 5.074317 -3.223561 0.0 0.1 0.0
H -2.277379 1.759937 -1.449395 0.0 0.0 0.0
H -2.251154 5.948983 -3.697214 0.2 0.1 0.0
H -4.794629 6.377588 -3.953052 -0.1 0.1 -0.1
H -6.209439 4.372027 -3.031124 -0.2 0.1 0.0
H 5.441656 2.347889 -0.829100 0.1 0.0 0.1
C -4.460744 -1.745196 0.352835 0.0 0.0 0.2
As -3.000807 -1.078455 -0.793928 -0.8 0.1 -0.3
C -4.194806 -0.350394 -2.188851 -0.1 0.1 0.0
C -2.588450 -2.706481 -1.792615 0.1 -0.1 0.0
C -3.568082 -3.667501 -2.009559 -0.2 0.0 0.1
C -3.343177 -4.741937 -2.850873 -0.1 0.0 0.0
C -2.123097 -4.863867 -3.492590 0.0 0.0 0.0
C -1.129241 -3.928964 -3.258569 0.2 -0.1 -0.2
C -1.341602 -2.848399 -2.410463 0.0 0.0 0.0
As 0.001769 -1.461294 -2.091588 0.1 -0.6 -0.8
C 1.576489 -2.277201 -2.954785 0.0 0.0 0.0
C -0.510252 -0.384067 -3.636586 0.0 0.2 -0.2
H -5.402265 -1.833236 -0.189614 0.1 0.0 -0.1
H -4.609124 -1.041477 1.175064 0.0 0.0 -0.1
H -4.201966 -2.713053 0.782442 0.0 0.1 -0.1
H -4.825161 -1.142471 -2.594575 0.0 0.0 0.1
H -3.631284 0.096786 -3.007758 0.0 0.0 0.0
H -4.830374 0.424212 -1.752537 0.1 -0.1 0.0
H -4.532358 -3.574822 -1.521894 0.0 0.0 -0.1
H -4.124235 -5.468123 -3.023317 -0.1 -0.1 0.0
H -1.951586 -5.676023 -4.184307 0.0 -0.1 0.0
H -0.181138 -4.037263 -3.773404 0.0 0.0 0.0
H 1.437451 -2.366513 -4.034549 0.0 0.0 0.1
H 1.821985 -3.260057 -2.544461 0.0 0.1 0.0
H 2.425180 -1.614570 -2.771264 -0.1 0.0 0.0
H -0.633233 -1.018704 -4.517089 0.0 0.0 0.1
H 0.262162 0.359731 -3.835316 0.0 0.0 0.0
H -1.446924 0.134564 -3.440821 0.0 0.0 0.0
C 1.094058 -5.948797 0.937863 0.0 0.0 -0.1
C 1.213836 -4.552900 1.426178 0.0 0.0 0.2
C 1.413429 -4.056264 2.695661 0.0 -0.1 -0.3
C 1.430704 -2.657093 2.557422 0.1 -0.3 -0.2
N 1.245624 -2.321526 1.291285 0.1 0.8 0.0
N 1.120529 -3.472792 0.619212 0.0 -0.4 0.0
C 1.623379 -1.643059 3.623517 -0.1 0.1 -0.1
H 1.216151 -6.640789 1.765933 0.0 0.0 0.0
H 1.855963 -6.165410 0.190413 0.0 -0.1 0.0
H 0.117834 -6.121761 0.484952 0.0 -0.1 0.0
H 1.548234 -4.622411 3.594015 0.0 -0.2 0.2
H 0.986970 -3.447093 -0.381170 0.0 -0.1 0.2
H 2.375955 -1.975807 4.333670 0.1 0.0 0.0
H 0.693757 -1.487446 4.168446 -0.1 0.1 0.1
H 1.925860 -0.696228 3.185348 0.1 0.1 0.0